(1)
ORCA calculation (ωB97M-V/def2-TZVPD) on a single C10H15NO3 molecule at a distorted geometry.

Properties
Frontier orbital gap   9.35 eV
SMILES   CC(C)(C)[C@@]1([N+](=O)[O-])C=CC=C[C@H]1O
ΔE to the lowest compared entry with this formula, charge and spin   131.4 kcal/mol
HOMO energy   -9.37 eV

Geometry as XYZ:
```
29
Properties=species:S:1:pos:R:3:nbo_charge:R:1
C 0.51516 0.59464 2.96157 -0.233
C 0.46065 1.68030 1.97870 -0.175
C 0.30396 -0.62329 2.51561 -0.199
C 0.34666 1.55218 0.64710 -0.240
C -0.17834 -0.95847 1.13812 -0.005
C 0.30085 0.14707 0.13393 0.086
C 0.36862 0.82276 -2.26909 -0.615
C -1.90424 0.26724 -1.15983 -0.622
C -0.22370 -1.52145 -1.72593 -0.608
C -0.36773 -0.07383 -1.25448 -0.071
N 1.94411 -0.29736 -0.04902 0.552
O 2.72507 0.56885 -0.16594 -0.369
O 2.26770 -1.43907 -0.06624 -0.396
O -1.53260 -1.25260 1.28121 -0.685
H 0.86341 0.89495 3.95595 0.228
H 0.40361 2.73196 2.53526 0.215
H 0.67085 -1.47292 3.16495 0.225
H 0.33424 2.37143 -0.10599 0.239
H 0.12144 -1.99138 0.93987 0.240
H -0.18244 1.21394 -3.05927 0.216
H 1.26256 0.24297 -2.70065 0.216
H 0.83127 1.74046 -1.83153 0.211
H -2.41479 -0.58857 -0.68574 0.245
H -2.12825 0.95554 -0.41015 0.210
H -2.20646 0.68222 -2.11903 0.218
H -0.40496 -1.52951 -2.77008 0.212
H -1.07310 -2.07641 -1.26258 0.209
H 0.63438 -2.00228 -1.58719 0.224
H -1.73794 -0.63937 1.97049 0.471
```

***

(2)
ORCA calculation (ωB97M-V/def2-TZVPD) on a molecular structure, C10H15O8Pt2 at a distorted geometry.

Properties
Frontier orbital gap (alpha / beta)   3.29 / 2.47 eV
Total charge   +3
2S+1   5
HOMO energy (alpha / beta)   -16.37 / -16.37 eV

Geometry as XYZ:
```
35
Properties=species:S:1:pos:R:3:nbo_charge:R:1
Pt 3.79481 5.79821 11.07760 0.959
Pt -1.16071 4.84439 11.00087 0.996
C 2.47125 1.09706 13.94798 -0.720
C 2.36188 2.41868 13.20899 0.743
O 3.40840 3.04667 13.01661 -0.610
O 1.27373 2.65900 12.55054 -0.209
H 2.69624 1.38277 14.97554 0.291
H 3.28334 0.63136 13.38965 0.267
H 1.62417 0.42826 14.10047 0.282
C -0.48452 5.89951 18.43288 -0.662
C -0.00410 4.93996 17.36239 0.070
C 1.52244 4.70654 17.34324 -0.105
O 1.62406 3.48020 18.00746 -0.496
C 0.42279 2.80049 18.06707 0.959
O 0.32593 1.71029 18.54405 -0.530
O -0.62053 3.63872 17.64553 -0.493
H -1.56830 5.87179 18.54576 0.244
H -0.18930 6.94868 18.44657 0.236
H -0.17989 5.50454 19.40206 0.229
H -0.40535 5.34268 16.43239 0.168
H 1.82976 5.43328 18.09524 0.212
H 2.05447 4.88560 16.40891 0.167
C 6.91167 0.43230 9.75521 -0.615
C 8.30963 -0.19703 10.32608 0.053
C 9.14514 -0.95669 9.27537 -0.107
O 10.43614 -0.31718 9.36605 -0.372
C 10.42055 0.88758 10.03606 0.925
O 11.24967 1.74972 10.11817 -0.372
O 9.08817 0.97577 10.55094 -0.138
H 6.51246 1.02899 10.57539 0.236
H 6.18774 -0.36704 9.59682 0.267
H 6.88742 1.15383 8.93857 0.264
H 8.37603 -0.69851 11.29158 0.326
H 8.58307 -0.86750 8.34573 0.267
H 9.10835 -2.02129 9.50640 0.267
```

***

(3)
ORCA calculation (ωB97M-V/def2-TZVPD) on 2 unconnected molecules or ions with the total composition C10H16 at a distorted geometry.

Properties
Frontier orbital gap (alpha / beta)   2.71 / 6.98 eV
Total charge   -1
2S+1   2
ΔE to the lowest compared entry with this formula, charge and spin   41.3 kcal/mol
HOMO energy (alpha / beta)   0.94 / -3.36 eV

Geometry as XYZ:
```
26
Properties=species:S:1:pos:R:3:nbo_charge:R:1
C 0.82999 -0.15668 -2.92424 -0.618
C -1.10107 -0.71116 -1.23512 -0.379
C -0.13565 0.21469 -1.83584 -0.176
C -2.01257 -0.25849 -0.31954 -0.234
C -0.13747 1.50705 -1.26378 -0.209
C -1.73366 0.92511 0.33946 -0.356
C -0.91734 1.92854 -0.20533 -0.404
H -1.09516 -1.74673 -1.76880 0.161
H -2.68965 -0.94304 0.18827 0.181
H 1.64810 -0.70315 -2.59261 0.178
H 1.05498 0.79520 -3.36677 0.201
H 0.50347 2.34241 -1.57221 0.168
H -2.25777 1.20418 1.25759 0.164
H -0.85030 2.80324 0.38248 0.181
H 0.34716 -0.84018 -3.66020 0.165
C 1.10853 -0.87605 1.61051 -0.443
C 2.57349 -1.28233 1.81011 -0.622
C 0.27859 -0.61475 2.99086 -0.636
H 1.06056 0.00871 0.92301 0.243
H 0.47840 -1.48086 0.92245 0.232
H 3.14680 -0.51706 2.41990 0.187
H -0.83295 -0.52813 2.88256 0.223
H 3.08203 -1.47973 0.85618 0.210
H 2.89922 -2.06420 2.48880 0.189
H 0.55353 -1.36265 3.65765 0.187
H 0.43453 0.45636 3.17928 0.209
```

***

(4)
ORCA calculation (ωB97M-V/def2-TZVPD) on 2 unconnected molecules or ions with the total composition C10H16 at a distorted geometry.

Properties
Frontier orbital gap   10.11 eV
SMILES   Cc1ccccc1.CCC
ΔE to the lowest compared entry with this formula, charge and spin   11.5 kcal/mol
HOMO energy   -9.09 eV

Geometry as XYZ:
```
26
Properties=species:S:1:pos:R:3:nbo_charge:R:1
C 1.52187 0.61164 -2.46868 -0.632
C -0.45105 -0.92459 -2.13861 -0.228
C 0.84992 -0.55677 -1.80587 0.000
C -1.10337 -1.96634 -1.49209 -0.194
C 1.54169 -1.34029 -0.89002 -0.230
C -0.40812 -2.76073 -0.58446 -0.229
C 0.90778 -2.43779 -0.30927 -0.196
H -1.09027 -0.23573 -2.67153 0.207
H -2.17628 -2.04960 -1.61605 0.211
H 1.24224 0.66261 -3.52090 0.219
H 2.60398 0.57636 -2.39107 0.217
H 2.60791 -1.27381 -0.70995 0.214
H -0.88077 -3.61089 -0.11205 0.213
H 1.39507 -3.03072 0.44246 0.208
H 1.20829 1.56154 -2.02543 0.220
C -1.14121 1.12276 2.28556 -0.397
C -1.47927 2.43163 1.57976 -0.612
C 0.37539 0.88401 2.26055 -0.605
H -1.43194 1.28585 3.32510 0.192
H -1.62116 0.25373 1.85073 0.203
H -0.68570 3.17144 1.73407 0.199
H 0.56644 0.00469 2.86865 0.202
H 0.67885 0.61373 1.25327 0.210
H -2.40620 2.91370 1.89481 0.206
H -1.51412 2.39494 0.48438 0.201
H 0.89003 1.69862 2.75664 0.201
```

***

(5)
ORCA calculation (ωB97M-V/def2-TZVPD) on 2 unconnected molecules or ions with the total composition C10H16 at a distorted geometry.

Properties
Frontier orbital gap   9.99 eV
SMILES   Cc1ccccc1.CCC
ΔE to the lowest compared entry with this formula, charge and spin   51.8 kcal/mol
HOMO energy   -8.98 eV

Geometry as XYZ:
```
26
Properties=species:S:1:pos:R:3:nbo_charge:R:1
C 2.86524 -1.38524 -0.35408 -0.640
C 0.33927 2.04402 0.33626 -0.242
C 0.80184 1.31576 1.35308 -0.190
C 0.81967 1.75071 -0.95011 -0.184
C 1.65858 0.20826 1.14495 -0.237
C 1.48459 0.62375 -1.27659 -0.231
C 2.00775 -0.16987 -0.14693 0.027
H -0.02527 3.03460 0.44406 0.215
H 0.74897 1.59849 2.33939 0.205
H 0.56023 2.48565 -1.68313 0.205
H 2.30270 -0.14414 2.03441 0.212
H 1.92262 0.52092 -2.18072 0.206
H 2.36127 -2.06776 -0.96522 0.226
H 3.24883 -1.74679 0.61947 0.218
H 3.80317 -1.00459 -0.78400 0.217
C -1.85674 -0.41801 -0.49093 -0.413
C -1.58177 -1.50949 0.62920 -0.625
C -3.30261 0.00269 -0.26373 -0.614
H -1.26105 0.49388 -0.33004 0.219
H -1.71431 -0.77743 -1.56011 0.198
H -1.05062 -1.20015 1.51357 0.211
H -4.00393 -0.80090 -0.71938 0.212
H -3.49048 0.32872 0.82408 0.208
H -3.31747 1.06813 -0.78234 0.196
H -2.41996 -2.09022 1.01937 0.201
H -0.90051 -2.16100 0.22946 0.201
```

***

(6)
ORCA calculation (ωB97M-V/def2-TZVPD) on 2 unconnected molecules or ions with the total composition C10H16 at a distorted geometry.

Properties
Frontier orbital gap   9.96 eV
SMILES   Cc1ccccc1.CCC
ΔE to the lowest compared entry with this formula, charge and spin   23.9 kcal/mol
HOMO energy   -9.00 eV

Geometry as XYZ:
```
26
Properties=species:S:1:pos:R:3:nbo_charge:R:1
C -2.50681 0.97560 -1.14133 -0.405
C -3.20355 0.50702 -2.38445 -0.613
C -2.88816 2.43053 -0.73836 -0.616
H -1.44519 0.90671 -1.39112 0.200
H -2.68695 0.37812 -0.25344 0.201
H -3.12152 1.08899 -3.30932 0.206
H -2.80330 -0.46188 -2.69742 0.206
H -3.09332 2.54915 0.31716 0.212
H -4.30068 0.47661 -2.33449 0.201
H -3.81170 2.74466 -1.25104 0.199
H -2.19660 3.12052 -1.22451 0.210
C 3.65010 -1.45112 -0.42897 -0.632
C 0.83001 -0.78495 2.69767 -0.244
C 0.45025 -1.49738 1.56475 -0.186
C 1.96992 0.00176 2.57650 -0.189
C 1.33672 -1.69512 0.50826 -0.245
C 2.80694 -0.01736 1.47286 -0.237
C 2.54536 -0.99742 0.51697 0.021
H 0.27072 -0.58738 3.60130 0.220
H -0.57012 -1.84815 1.44333 0.210
H 2.29498 0.72983 3.31990 0.207
H 1.04038 -2.38363 -0.26949 0.214
H 3.74077 0.52356 1.42799 0.213
H 4.17184 -0.58761 -0.84098 0.214
H 3.21599 -1.97554 -1.27389 0.210
H 4.30392 -2.14553 0.09212 0.221
```

***

(7)
ORCA calculation (ωB97M-V/def2-TZVPD) on 2 unconnected molecules or ions with the total composition C10H16 at a distorted geometry.

Properties
Frontier orbital gap   9.92 eV
SMILES   Cc1ccccc1.CCC
ΔE to the lowest compared entry with this formula, charge and spin   32.5 kcal/mol
HOMO energy   -8.88 eV

Geometry as XYZ:
```
26
Properties=species:S:1:pos:R:3:nbo_charge:R:1
C -2.20182 -1.09438 2.12247 -0.408
C -2.38129 -2.23703 1.07755 -0.617
C -0.83091 -0.50883 1.69732 -0.611
H -2.06320 -1.39994 3.15540 0.200
H -3.01236 -0.37713 2.14257 0.200
H -2.82066 -1.89307 0.15022 0.212
H -1.47558 -2.81669 1.03184 0.206
H 0.04144 -0.98360 2.18236 0.207
H -3.02267 -3.03908 1.48488 0.202
H -0.78878 0.59008 1.95479 0.204
H -0.62365 -0.65006 0.59310 0.207
C -0.69601 0.08152 -1.71354 -0.648
C 1.98036 2.48948 -0.41607 -0.190
C 3.13490 1.76550 -0.66911 -0.234
C 0.71559 1.90697 -0.67103 -0.241
C 0.58602 0.66007 -1.22225 -0.004
C 2.99517 0.53608 -1.30804 -0.194
C 1.76065 -0.09872 -1.45078 -0.220
H 2.07876 3.54599 -0.13207 0.212
H 4.07610 2.17057 -0.37429 0.213
H -0.09912 2.54413 -0.33793 0.213
H 3.81163 0.02796 -1.78327 0.206
H -1.47622 0.82836 -1.48819 0.222
H -0.85973 -0.95848 -1.52529 0.227
H 1.82743 -1.14900 -1.67285 0.213
H -0.65606 0.05932 -2.82778 0.223
```

***

(8)
ORCA calculation (ωB97M-V/def2-TZVPD) on 2 unconnected molecules or ions with the total composition C10H16.

Properties
Frontier orbital gap (alpha / beta)   9.94 / 6.19 eV
Total charge   +1
2S+1   2
ΔE to the lowest compared entry with this formula, charge and spin   5.5 kcal/mol
HOMO energy (alpha / beta)   -14.35 / -14.36 eV

Geometry as XYZ:
```
26
Properties=species:S:1:pos:R:3:nbo_charge:R:1
C -0.03398 -0.44271 -3.23157 -0.402
C -1.29630 0.35052 -2.94954 -0.588
C 0.32875 -1.30255 -2.01633 -0.614
H -0.24906 -1.07771 -4.08738 0.215
H 0.76725 0.27353 -3.39908 0.205
H -1.10557 0.96349 -2.06823 0.168
H 1.11161 -0.77725 -1.46458 0.188
H -2.10779 -0.34716 -2.72447 0.199
H -1.60260 0.89511 -3.84018 0.229
H -0.51520 -1.49890 -1.34897 0.182
H 0.68316 -2.32558 -2.17389 0.229
C 1.88484 -1.14950 2.33582 -0.694
C -1.35418 -0.08334 0.78093 -0.134
C -1.14161 1.33993 0.66799 0.047
C -0.39791 -0.85911 1.34911 -0.205
C 0.82624 -0.29046 1.77318 0.255
C 0.03224 1.93334 1.16868 -0.222
C 0.96890 1.14774 1.76625 -0.121
H -2.25928 -0.48936 0.37208 0.254
H -1.86127 1.92622 0.11916 0.245
H -0.52395 -1.92972 1.42323 0.250
H 0.20556 2.97623 0.95427 0.259
H 1.48693 -2.12280 2.62222 0.254
H 2.30574 -0.71617 3.23678 0.265
H 1.92595 1.50244 2.12599 0.246
H 2.65710 -1.37700 1.59169 0.290
```

***

no.,energy (eV)
1,-18240.23282
2,-33442.10700
3,-10626.51934
4,-10629.24306
5,-10627.49868
6,-10628.70817
7,-10628.33404
8,-10620.63268